C15H25IN3O5S2 | ωB97M-V/def2-TZVPD

Atoms and positions in Å:
H: -2.859 4.475 2.474
C: 3.249 3.059 0.936
O: -2.711 0.189 3.872
H: 3.521 -3.994 -1.359
N: 2.442 2.285 -1.132
C: 2.226 1.712 -2.462
C: 1.776 -4.235 -2.539
H: -4.811 -0.584 -0.356
H: 0.974 -2.495 -3.685
C: 1.366 2.811 -0.281
C: -4.620 0.256 2.276
C: 2.911 -0.684 -4.106
N: 1.790 3.296 1.006
H: 3.582 -1.031 -4.983
O: 0.976 -5.799 -0.640
H: 1.564 -4.764 -3.542
O: -1.914 2.680 2.286
S: 0.674 1.661 -3.143
I: 4.330 -5.555 -3.328
N: 3.068 -4.696 -1.957
C: 3.013 -1.858 -2.987
C: 3.696 2.449 -0.408
H: 3.913 -2.551 -3.193
H: -3.795 1.913 3.428
C: -1.597 0.373 2.994
H: -3.075 -0.265 -0.571
O: -3.900 0.577 1.093
C: -3.933 0.836 3.511
H: -4.604 0.681 4.362
C: -3.852 -0.491 0.160
H: -5.619 0.698 2.178
H: -1.093 4.535 2.685
H: 4.738 2.163 -0.773
O: -0.580 -4.305 -1.512
H: 1.848 -0.573 -4.534
C: -1.996 3.955 2.895
C: 0.605 -4.781 -1.530
C: -1.033 1.786 2.968
S: 3.586 0.961 -3.502
H: -0.845 2.128 3.994
H: 3.264 -1.311 -1.995
H: -3.590 -1.433 0.650
H: -1.826 0.012 1.993
H: 3.969 3.331 1.789
C: 1.633 -2.648 -2.742
H: -2.150 3.869 3.977
H: 0.266 2.826 -0.588
H: -4.728 -0.827 2.397
H: -0.812 -0.286 3.382
H: -0.084 1.796 2.421
H: 1.047 -2.149 -1.885

Forces on atoms 1 to 6 (eV/Å):
0.1 -0.1 -0.1
0.0 -1.2 -3.5
-0.1 0.2 -0.2
-0.1 -0.4 -0.7
0.2 0.7 1.1
-2.0 -0.5 -0.6

The value obtained for the LUMO energy is 0.7 eV. For the molar mass, the calculation gives 518.4 g mol⁻¹. Its relative energy (zero: lowest compared OMol25 entry of this formula, charge and spin) is 87.5 kcal/mol. The highest occupied orbital energy is -0.1467 Eh. The total charge is -1.